Entry 1
C7H14O | wB97M-V/def2-TZVPD

Cartesian coordinates (Å):
H -1.2667 -0.0115 3.1860
H 0.8610 -2.0548 2.2368
H 1.1891 -0.6350 3.4419
H 0.0868 1.2698 -0.9086
H 1.7655 -0.2658 -1.0998
H -1.6338 -1.4172 2.2264
H -0.4636 1.1456 1.2092
O 2.7446 -0.2562 -0.9753
C -0.5778 0.0471 1.1673
H -1.3160 1.1369 -3.6546
H -0.3899 -1.7791 0.1055
H 3.1016 -0.5953 -1.8625
C -0.9938 1.1737 -1.5062
H -1.9088 1.3860 -0.9530
C 0.3893 -1.4131 3.0409
C -0.8408 -0.7015 2.4640
C -0.2065 0.0243 -1.2330
H -1.3504 2.7718 -2.9890
C -0.8510 1.7615 -2.8749
C -0.4031 -0.6633 -0.0433
H 0.1163 -2.0437 3.8982
H 0.1536 1.7694 -3.1227

Output
Highest occupied orbital energy, eV: -7.9207
LUMO energy, eV: 0.23
Frontier orbital gap, hartree: 0.300



Entry 2
C7H14O | wB97M-V/def2-TZVPD

Cartesian coordinates (Å):
H 2.5933 1.0837 0.3510
H -1.7802 0.3990 1.8341
H -1.8863 0.1203 -1.0641
H -2.6402 -0.7767 1.0086
H -1.0116 -1.8716 -0.3656
H 3.0654 -0.4532 -0.3451
C -1.2835 0.4317 -0.1984
H -1.5369 2.2321 -1.2066
C 0.2385 -0.2660 -0.6569
H 1.0681 -1.4006 1.0268
H -1.9131 2.2364 0.6221
H 0.5523 -2.5171 -0.8692
H -0.2837 2.4582 -0.0604
H -0.3515 -1.7749 -2.1455
O 0.8703 0.4492 -1.5222
C -0.2007 -1.7457 -1.0693
C -1.6806 -0.2744 0.9617
H 0.5300 0.2662 1.2873
C 2.6000 0.0199 0.5207
H 3.1507 -0.1974 1.4354
C -1.2401 1.9520 -0.1873
C 1.1396 -0.3712 0.6427

Output
Highest occupied orbital energy, eV: -8.5874
LUMO energy, eV: -1.94
Frontier orbital gap, hartree: 0.244



Most stable structure, least stable structure: entry 1, entry 2.



Entry 1
C7H14O | wB97M-V/def2-TZVPD

Cartesian coordinates (Å):
C -0.6362 0.4591 1.0251
H -0.3103 -3.4083 2.5836
H -1.0975 -2.9918 1.0947
H 0.4572 1.6890 -1.2051
C 0.5913 -1.6655 1.5982
H -0.7416 0.7124 2.0775
H -2.2665 1.6688 0.1912
H 2.9680 -0.1068 -2.2773
H 3.2310 0.0653 -0.7805
C -0.1181 -3.0340 1.5794
C -1.2592 2.8059 -1.9942
H 0.6461 -1.2495 2.6114
O 2.5852 -0.2804 -1.4137
H 0.4761 -3.7743 1.0639
H -1.7876 2.2411 -2.7627
H 1.6315 -1.7742 1.2788
H -1.9887 3.4482 -1.5060
C -0.5827 1.9023 -0.9973
C -1.2241 1.4049 0.0494
C -0.0470 -0.6727 0.6659
H 0.0241 -0.9181 -0.3879
H -0.5508 3.4786 -2.4946

Output
SMILES: C/C=C/C=C/CC.O
Highest occupied orbital energy, eV: -8.5005
LUMO energy, eV: 0.72
Frontier orbital gap, hartree: 0.339



Entry 2
C7H14O | wB97M-V/def2-TZVPD

Cartesian coordinates (Å):
H -1.5350 1.0618 -2.3966
C -0.5966 0.9651 -0.5165
C 1.2321 0.2859 1.1925
C -1.7581 0.2863 0.1321
H 1.4084 1.8028 -0.3528
H -1.9440 -1.8997 0.3100
C 0.6187 1.3865 0.2900
H 3.0902 -0.6366 0.3971
H 1.9072 0.7505 1.8991
O 1.8160 -2.0073 1.0639
H -1.5043 0.1596 1.1972
H -2.6546 0.9130 0.0908
C 2.0009 -0.7489 0.3437
H 0.2837 2.2107 0.9128
C -0.6291 1.2674 -1.8139
H 0.4089 -0.3517 1.5199
H 1.7710 -0.9071 -0.7009
C -2.0950 -1.1116 -0.4353
H -1.4628 -1.3199 -1.2965
H 0.1767 1.5259 -2.4823
H 2.5756 -2.4055 1.4422
H -3.1100 -1.2271 -0.7967

Output
SMILES: C=C(CC)CCCO
Highest occupied orbital energy, eV: -9.1003
LUMO energy, eV: 1.00
Frontier orbital gap, hartree: 0.371



Entry 3
C7H14O | wB97M-V/def2-TZVPD

Cartesian coordinates (Å):
H 0.4674 1.4585 0.5687
C 1.9159 -0.9383 0.5346
H -0.5829 2.2205 -2.6065
H 2.4795 -0.6440 -0.3428
H -1.1803 0.3811 2.2697
C -1.3397 0.8534 1.3248
H -2.3355 0.4900 0.9794
C -0.4297 -1.8920 0.7963
H 0.9429 2.3165 -1.6092
H -1.5082 0.4427 -1.7000
C -0.4925 0.5470 -1.2925
C 0.2489 1.6091 -2.1124
H 1.8686 -0.1563 1.3124
H -0.1888 -2.0445 1.9048
O 0.1609 -0.7111 -1.2613
H -1.5054 -1.9091 0.5690
H 0.7064 0.9733 -2.9786
H 0.0835 -2.8733 0.4990
C 0.3329 -0.7995 0.1553
H -1.5088 1.9632 1.7342
C -0.1878 0.6703 0.3722
H 2.0525 -1.9575 0.8829

Output
SMILES: C[C@@H]1[C@@H](C)OC1(C)C
Highest occupied orbital energy, eV: -9.3898
LUMO energy, eV: 0.97
Frontier orbital gap, hartree: 0.381



Entry 4
C7H14O | wB97M-V/def2-TZVPD

Cartesian coordinates (Å):
H -0.7011 -3.6441 -1.0373
H -1.0218 -3.1458 -2.4637
H -2.1539 0.3251 0.9813
H -0.0496 0.6372 2.2235
H 1.0334 2.7641 0.8060
C 1.8106 0.6625 -0.7358
H 1.5597 -0.0466 1.6950
C 0.7762 0.7165 1.5130
H 0.8836 2.5580 2.6999
H -3.7668 -1.3565 -0.3547
O -0.5388 -2.9752 -1.6697
C -0.4949 -0.2246 -0.5907
H -0.4304 -0.5693 -1.6222
H 2.6626 0.8612 -0.0001
H -2.6407 -1.5481 -1.4815
C -2.7869 -1.1018 -0.5172
H 1.9126 0.0195 -1.5909
H 1.5513 1.6424 -1.3174
C 1.3096 2.1630 1.6592
C -1.8799 -0.2585 0.0430
H 2.4194 2.1371 1.7844
C 0.5457 0.3839 -0.0241

Output
SMILES: C=C/C=C(/C)CC.O
Highest occupied orbital energy, eV: -7.9827
LUMO energy, eV: 0.85
Frontier orbital gap, hartree: 0.325



Most stable structure, least stable structure: entry 1, entry 4.



Entry 1
C59H47BrCl5GeN2O3P2SSc | wB97M-V/def2-TZVPD

Cartesian coordinates (Å):
H 6.2380 -4.8778 -1.5155
H -2.5205 -0.2889 -5.5881
C 4.9090 -0.2915 4.2265
C -1.9836 -2.7198 2.7801
C -6.6107 0.9748 -2.0168
O 0.2255 2.1733 -1.0900
C -2.2746 0.6209 -3.6926
C 5.0028 -3.3463 -0.6671
C -4.3586 3.6971 3.9014
C -5.6061 1.5311 2.5818
C -1.5953 -1.7859 1.8360
C -3.4512 1.8234 1.3044
C 1.4295 -4.9647 1.8136
H -2.7720 -2.9163 -2.2005
C 1.1751 3.0786 -0.9397
H -2.5648 -1.0045 -0.6903
H -6.8533 4.3530 -2.0567
H -2.2617 -0.6692 5.4638
O 0.9182 4.2682 -0.7866
H -1.3618 -2.1086 0.8285
C -0.2484 2.0954 1.7670
P -2.6044 1.9615 -1.3110
C -0.0735 4.4239 2.3499
H 1.5486 4.9613 3.6443
C 4.9759 1.6975 -1.8871
H 3.9506 -0.0901 6.1377
C 3.9056 0.8661 -1.8562
H -6.4315 0.8465 2.7819
C -2.6260 -1.9259 -2.6176
Sc 0.2653 0.2730 -1.5515
C 2.5287 2.5420 -0.9807
H -1.5262 3.6389 0.9934
C 4.9097 -2.0371 -0.2052
H -4.3977 4.2512 4.8374
C 2.4264 -0.9653 3.2444
C -2.4462 -0.8603 -1.7576
C 2.5763 -0.6688 4.5895
N 2.7880 1.1253 -1.0623
C 0.4549 -5.2653 0.8737
Cl 1.0359 1.3782 -7.0480
C 6.0642 -1.2558 -0.2381
C 3.5010 -0.9251 2.3529
H 1.7157 -0.7012 5.2474
H -7.2104 0.0850 -2.1636
Ge 3.1610 -1.3253 0.4127
H -0.4658 -4.6507 -0.9641
C -1.4644 -0.4382 2.1772
C 0.8230 -0.1144 -6.2099
C 0.8937 1.8391 2.5237
C 2.1242 0.1491 -0.2865
C -2.0770 -0.9864 4.4454
H 5.8364 1.4154 -2.4817
H -6.0307 2.4144 2.0988
C 1.5332 2.8599 3.2055
C 4.9063 2.9486 -1.2369
C -5.2614 0.8549 -1.7379
C 1.0663 -3.2890 -0.3522
Cl 0.7085 -1.2907 -8.6492
C -0.7097 3.4022 1.6621
Cl 0.9350 1.3203 -3.8988
C 0.6734 -1.2993 -6.9210
N -2.5337 1.2638 0.3209
H 5.8911 -0.0301 4.6027
H -2.0702 -3.7616 2.4991
H 1.4437 -1.2462 2.8807
C 3.8250 -0.3259 5.0872
C -1.6829 -0.0542 3.4991
O 0.5061 -1.2863 -2.8042
H -2.7573 -2.6018 -4.6606
C -2.4810 -0.4460 -4.5166
C -7.1945 2.2337 -2.1213
Br 3.7719 -0.5162 -3.2102
C 0.7822 -0.1310 -4.8266
H -3.3312 3.6751 3.5446
H -4.9825 4.2074 3.1705
H 3.4154 4.4165 -0.7056
C 0.2809 -4.4260 -0.2134
C 0.5828 -1.3122 -4.0831
H 1.3052 0.8303 2.5557
C 1.0403 4.1551 3.1288
C 6.1977 -3.8594 -1.1487
H -5.0885 0.5375 0.7674
C -6.4120 3.3686 -1.9607
P -0.9869 0.7149 0.8318
C 0.4991 -2.4893 -6.2183
C -2.2347 -2.3187 4.0869
H -2.9036 2.0880 2.2129
H 1.5809 -5.6154 2.6671
H 2.9557 -3.6071 2.4159
C 7.3328 -3.0670 -1.1745
H -0.4255 5.4397 2.2350
H 5.6123 -0.5649 2.2363
C 4.7444 -0.5906 2.8805
H -8.2514 2.3265 -2.3403
H -2.5383 -3.0466 4.8284
S -5.0185 2.0433 4.2265
H -4.4403 4.1229 -1.5766
H -0.1570 -6.1516 0.9853
C -4.5797 0.8693 1.6765
H -2.1914 1.6171 -4.1163
C -2.1969 0.4712 -2.2617
H -4.8065 -0.1260 -1.6822
C 2.2047 -3.8261 1.6679
C 3.6245 3.3794 -0.9289
H 8.2660 -3.4610 -1.5591
Cl 0.2635 -3.9666 -3.9548
H -3.8821 2.7585 0.9211
C -5.0588 3.2387 -1.6855
H 8.1408 -1.1265 -0.7410
H 2.4281 2.6413 3.7724
H 5.7617 3.6026 -1.1818
H 0.9204 -2.6642 -1.2215
Cl 0.3172 -3.9716 -7.0891
H 4.1229 -3.9768 -0.6644
H 6.0222 -0.2210 0.0761
C -4.4643 1.9874 -1.5502
H -1.5516 0.9805 3.7894
C 0.4611 -2.4983 -4.8328
C 7.2623 -1.7613 -0.7124
C 2.0320 -2.9545 0.5912
C -2.6287 -1.7593 -3.9986
H -4.1634 -0.0158 2.1626

Output
Highest occupied orbital energy (alpha / beta), eV: -0.0543 / -0.4049
LUMO energy (alpha / beta), eV: 3.61 / 3.61
Frontier orbital gap (alpha / beta), hartree: 0.135 / 0.147
Total charge: -2



Entry 2
C59H47BrCl5GeN2O3P2SSc | wB97M-V/def2-TZVPD

Cartesian coordinates (Å):
C -3.1924 1.0565 3.4024
H 2.0847 3.8503 1.0760
C -2.9640 -4.5435 2.2376
P 1.4588 1.1321 -1.0238
C -2.8821 -4.1045 -2.4989
C -2.5563 -3.2787 -1.4348
C 4.5771 3.2373 4.6975
C -0.0599 -1.7639 -5.5285
H 3.4832 1.1974 1.5483
H -3.0960 -2.3495 -1.2815
Cl -0.5596 0.8988 -8.4505
C -2.7358 2.4544 -2.7169
C 2.5322 1.6174 -3.6624
H 3.1630 3.1713 -0.1539
C 0.8283 -0.1211 2.9392
S 5.6360 2.5411 3.4010
C -1.1454 -5.6246 -1.8471
C 3.0909 0.2240 -0.9436
O -0.5434 1.1094 -3.3792
C -0.1714 -0.9744 -4.4016
C -0.4048 0.1780 -6.8923
H 3.0201 -4.6788 4.3530
H 4.6108 4.3264 4.6683
C 2.4816 2.9036 0.6751
H 2.1980 0.9689 5.8403
C -2.1713 -5.2787 -2.7134
Cl -0.8054 2.6542 -5.8978
H 4.3571 1.7734 -1.7300
C 0.1833 -3.2463 2.1078
Sc -1.1243 0.4604 -1.4222
H -0.9412 -3.1044 3.9226
H -0.0433 -5.0877 -0.0898
H 1.7683 5.3954 -3.5285
C 2.2306 -4.2773 3.7284
H 2.1309 -1.4637 -0.0670
C 2.4311 -4.1187 2.3646
C -2.4158 4.7466 -3.2959
H -6.0945 -2.3860 2.8408
H -2.4835 5.5651 -4.0009
C -3.2296 1.0623 -3.1181
C 1.5496 0.9356 4.9719
H -6.1882 -4.8269 3.2336
C -1.8279 4.9275 -2.0570
Br -1.1645 4.2287 0.5558
H 2.7427 2.2821 2.7137
C 2.5417 3.7820 -4.7133
H -6.4694 1.9397 3.3231
C 1.9881 4.3335 -3.5684
C -5.2664 -4.3636 2.8995
C 1.9765 2.1595 -2.5034
H 0.8471 -4.0284 5.3512
H 4.2424 -2.6878 0.3921
C 2.8084 2.4189 -4.7584
H 2.4183 -0.8600 4.1730
C -4.4826 1.3181 3.8495
C 1.4141 -3.6117 1.5658
H -2.4359 0.7500 4.1139
C -4.1338 -5.1399 2.6836
H 0.9445 -0.8949 2.1946
C 3.3202 2.2492 1.7881
H 3.3838 -4.3878 1.9219
H -4.7191 1.2156 4.9038
C 1.7112 3.5239 -2.4751
H -2.4106 -5.9155 -3.5575
C 5.5076 0.1276 -0.9931
H 1.2892 3.9475 -1.5686
O -2.8311 0.1007 -2.3779
H -4.1722 -6.2114 2.8503
C -4.0349 -2.4069 2.2302
C -0.5237 0.9666 -5.7592
C 0.6155 1.9457 4.7663
C -1.7408 3.8380 -1.2105
H -0.9424 2.7005 3.4961
C -0.8351 -4.7988 -0.7727
H -3.4464 3.2938 -4.5210
H -3.9924 -1.3371 2.0446
C 1.0121 -3.9127 4.2858
C -0.1668 -1.1919 -6.7937
H 2.7496 4.4050 -5.5755
H -2.0827 -5.1530 2.0586
H -0.5900 -6.5437 -2.0025
C -1.5225 -3.6071 -0.5558
C -0.1586 0.8408 2.7619
C -0.2245 1.9061 3.6643
C 3.0890 -1.0299 -0.3353
Cl -0.0437 -1.6372 -2.8158
C -2.8634 1.1881 2.0528
H 5.3066 2.6965 1.0884
N 1.3646 2.0864 0.2589
C 5.4858 -1.1310 -0.4066
N -2.1103 2.5990 -1.5229
C -2.8956 -3.1706 1.9963
Ge -1.2912 -2.4223 1.0281
C -5.1704 1.8094 1.6104
C -0.4289 0.4194 -4.4502
H -3.6559 1.5807 0.1127
H -5.9351 2.1091 0.9025
H -3.6925 -3.8337 -3.1662
C -2.9253 3.5004 -3.5989
H 6.4579 0.5842 -1.2484
H 1.5828 -3.5004 0.4996
C 4.2692 -1.7079 -0.0715
H 4.5235 4.0489 1.9319
H 3.2328 1.9801 -5.6551
H 2.7501 0.5543 -3.7005
C -1.5316 -0.6368 0.4184
C -5.4710 1.7162 2.9643
H 3.5597 2.8845 4.5529
C 4.3223 0.7981 -1.2618
H 6.4136 -1.6491 -0.1935
H 4.9621 2.8800 5.6503
H 0.5461 2.7725 5.4658
H -1.4555 5.8870 -1.7316
O -3.9483 0.9883 -4.1047
C -5.2118 -2.9951 2.6784
Cl -0.0155 -2.1626 -8.2143
C -3.8876 1.5362 1.1669
C 1.6664 -0.0897 4.0451
P -1.2035 0.8583 1.2589
Cl 0.1969 -3.4586 -5.3642
C 4.6550 2.9630 1.9223
C 0.0065 -3.3957 3.4826

Output
Highest occupied orbital energy, eV: -1.5900
LUMO energy, eV: 3.77
Frontier orbital gap, hartree: 0.197
Total charge: -2



Most stable structure, least stable structure: entry 2, entry 1.